No. 1
ORCA calculation (ωB97M-V with the def2-TZVPD basis set) on the ion C7H11N4 with charge +1 in a non-equilibrium geometry.

```
22
Properties=species:S:1:pos:R:3:lowdin_charge:R:1
H -2.71 -0.20 2.82 0.07
N -1.93 0.17 2.29 0.17
C -1.73 -0.35 1.16 -0.38
C -0.66 0.13 0.30 0.05
C -0.67 -0.51 -0.88 -0.18
C 0.14 -0.15 -2.02 -0.02
N 1.33 0.28 -1.98 0.13
C 2.17 0.66 -1.04 -0.22
N 1.89 1.60 -0.20 0.02
N 2.96 2.11 0.61 0.16
C -1.75 -1.55 -0.94 -0.13
C -2.45 -1.46 0.42 -0.10
H -0.04 0.96 0.58 0.09
H -0.28 -0.30 -3.01 0.14
H 3.16 0.21 -1.12 0.15
H 2.57 2.96 1.06 0.18
H 3.81 2.38 0.07 0.18
H 3.24 1.45 1.36 0.18
H -1.32 -2.54 -1.11 0.12
H -2.44 -1.36 -1.77 0.13
H -2.38 -2.39 0.98 0.13
H -3.50 -1.20 0.32 0.13
```

Values from the calculation:
Multiplicity ... 1
HOMO level ... -0.464 hartree
DFT total energy ... -492.02073 a.u.
F_max ... 1.52 eV/Å
Net charge ... +1
SMILES string ... [H]/N=C1C=C(/C=N\C=N\[NH3+])CC/1
E_LUMO ... -0.15329 Ha

No. 2
ORCA calculation (ωB97M-V with the def2-TZVPD basis set) on the ion C7H11N4O4 with charge +1 in a non-equilibrium geometry.

```
26
Properties=species:S:1:pos:R:3:lowdin_charge:R:1
N 3.01 2.08 2.06 0.21
C 1.89 2.34 1.34 -0.39
N 1.83 3.33 0.47 0.25
N 0.86 1.53 1.61 0.16
C -0.26 1.16 0.76 -0.38
O -0.49 1.73 -0.29 0.13
C -1.00 0.11 1.43 0.01
C -2.02 -0.69 0.89 0.09
C -2.27 -0.78 -0.60 -0.32
O -3.23 0.09 -0.99 0.08
C -1.56 -1.61 -1.44 0.00
C -0.45 -2.44 -1.19 -0.06
N 0.15 -3.15 -2.07 -0.26
O 1.23 -3.85 -2.00 -0.05
O -0.49 -3.30 -3.38 0.05
H 3.86 2.54 1.79 0.13
H 3.03 1.46 2.84 0.13
H 2.70 3.73 0.11 0.16
H 0.91 3.68 0.31 0.14
H 1.02 0.95 2.46 0.18
H -0.97 0.01 2.50 0.11
H -2.72 -1.22 1.50 0.12
H -2.94 0.37 -1.87 0.13
H -2.10 -1.53 -2.37 0.13
H 0.05 -2.46 -0.23 0.15
H -0.04 -4.10 -3.68 0.11
```

Values from the calculation:
Multiplicity ... 1
HOMO level (spin up / spin down) ... -0.392 / -0.392 hartree
DFT total energy ... -792.93518 a.u.
F_max ... 4.79 eV/Å
Net charge ... +1
SMILES string ... NC(N)=[NH+]/C([O-])=C/C=C(O)\C=C\[N+](=O)O
E_LUMO (spin up / spin down) ... -0.15846 / -0.15845 Ha

No. 3
ORCA calculation (ωB97M-V with the def2-TZVPD basis set) on a cluster of 2 separate species, C7H11NO2 in total in a non-equilibrium geometry.

```
21
Properties=species:S:1:pos:R:3:lowdin_charge:R:1
C -0.97 2.70 1.61 -0.04
C -0.23 1.45 1.15 -0.33
N 0.76 1.69 0.09 0.09
C 0.28 0.92 -0.81 -0.05
C -1.09 0.55 0.22 -0.33
O -2.24 0.40 -0.01 0.13
H -0.27 3.34 2.14 0.08
H -1.79 2.42 2.27 0.08
H -1.37 3.24 0.75 0.08
H 0.19 0.90 1.99 0.14
H 0.65 0.89 -1.83 0.10
C 1.82 -1.78 -0.34 -0.01
C 0.34 -1.52 -0.28 -0.48
C -0.46 -1.98 -1.46 -0.01
O -0.21 -1.26 0.83 0.01
H 1.98 -2.85 -0.47 0.09
H 2.27 -1.28 -1.19 0.09
H 2.31 -1.46 0.57 0.09
H 0.01 -1.68 -2.40 0.09
H -1.48 -1.61 -1.41 0.08
H -0.48 -3.08 -1.43 0.10
```

Values from the calculation:
Multiplicity ... 1
HOMO level ... -0.332 hartree
DFT total energy ... -478.45960 a.u.
F_max ... 3.28 eV/Å
Net charge ... 0
SMILES string ... C[C@@H]1N=CC1=O.CC(C)=O
E_LUMO ... 0.00695 Ha

No. 4
ORCA calculation (ωB97M-V with the def2-TZVPD basis set) on a structure of composition C7H11NO2 in a non-equilibrium geometry.

```
21
Properties=species:S:1:pos:R:3:lowdin_charge:R:1
C 1.60 0.36 0.62 0.01
C -0.25 0.34 -0.18 -0.11
C 2.54 -0.40 -0.07 -0.62
C 1.29 1.78 0.55 -0.17
C 0.06 1.68 -0.50 -0.13
C -1.04 -1.83 0.34 -0.04
C -2.64 -0.01 -0.18 -0.02
N -1.23 -0.43 -0.01 -0.19
O 2.09 -1.70 -0.27 0.01
O 3.69 -0.05 -0.23 0.05
H 0.87 2.28 1.39 0.08
H 2.12 2.40 0.13 0.12
H 0.47 1.66 -1.56 0.16
H -0.73 2.44 -0.49 0.10
H 0.08 -1.97 0.28 0.07
H -1.24 -1.90 1.49 0.13
H -1.52 -2.58 -0.43 0.13
H -3.21 -0.89 -0.69 0.11
H -3.28 0.06 0.72 0.09
H -2.54 1.02 -0.67 0.11
H 2.88 -2.27 -0.24 0.11
```

Values from the calculation:
Multiplicity ... 1
HOMO level ... -0.263 hartree
DFT total energy ... -478.36894 a.u.
F_max ... 5.79 eV/Å
Net charge ... 0
E_LUMO ... 0.01715 Ha

No. 5
ORCA calculation (ωB97M-V with the def2-TZVPD basis set) on a cluster of 2 separate species, C7H11NO3S in total in a non-equilibrium geometry.

```
23
Properties=species:S:1:pos:R:3:lowdin_charge:R:1
C -2.09 0.46 1.99 -0.01
C -1.40 1.05 0.77 -0.27
O -1.77 0.29 -0.39 0.05
C -1.04 -0.72 -0.79 -0.34
O -1.41 -1.46 -1.67 0.04
C 0.09 1.15 0.96 -0.27
C 1.02 1.88 0.28 0.00
C 2.27 1.58 0.89 -0.04
C 2.00 0.70 1.88 -0.10
O 0.68 0.43 1.94 0.04
H -1.69 -0.53 2.21 0.09
H -3.16 0.37 1.80 0.09
H -1.94 1.10 2.85 0.09
H -1.79 2.05 0.56 0.16
H -0.08 -0.86 -0.28 0.15
H 0.84 2.53 -0.54 0.12
H 3.22 1.96 0.60 0.10
H 2.62 0.21 2.60 0.12
N 0.61 -2.57 -3.15 -0.33
S 1.79 -1.15 -3.10 0.15
H 1.00 -3.34 -2.60 0.07
H -0.27 -2.24 -2.72 0.01
H 0.48 -2.87 -4.11 0.07
```

Values from the calculation:
Multiplicity ... 1
HOMO level ... -0.275 hartree
DFT total energy ... -951.94102 a.u.
F_max ... 1.11 eV/Å
Net charge ... 0
SMILES string ... C[C@H](OC=O)c1ccco1.[NH3+][S-]
E_LUMO ... 0.02330 Ha

No. 6
ORCA calculation (ωB97M-V with the def2-TZVPD basis set) on a cluster of 2 separate species, C7H11NO3S in total in a non-equilibrium geometry.

```
23
Properties=species:S:1:pos:R:3:lowdin_charge:R:1
C 0.24 -2.20 -0.66 -0.06
C 1.05 -1.51 -1.64 -0.04
C -0.62 -1.49 0.06 -0.07
C 1.01 -0.15 -1.68 -0.08
C -1.01 -0.09 -0.20 -0.34
C 0.16 0.65 -0.87 -0.32
C -1.42 0.49 1.16 -0.07
N 1.52 1.19 0.55 0.12
O -0.53 2.99 -0.04 -0.21
O 0.60 2.69 -2.26 -0.28
O -1.76 2.07 -2.03 -0.24
S -0.47 2.26 -1.44 0.61
H 0.37 -3.15 -0.35 0.07
H 1.78 -1.97 -2.18 0.07
H -0.96 -2.12 0.90 0.13
H 1.71 0.40 -2.37 0.14
H -1.92 -0.13 -0.87 0.16
H -1.56 1.58 1.02 0.07
H -0.78 0.31 1.94 0.03
H -2.49 0.03 1.45 0.14
H 0.19 2.67 0.59 0.09
H 2.37 1.30 0.01 0.03
H 1.57 0.39 1.16 0.03
```

Values from the calculation:
Multiplicity ... 3
⟨S²⟩ ... 2.0185
HOMO level (spin up / spin down) ... -0.241 / -0.368 hartree
DFT total energy ... -951.77279 a.u.
F_max ... 6.22 eV/Å
Net charge ... 0
E_LUMO (spin up / spin down) ... 0.02472 / -0.09922 Ha